1.
8
Properties=species:S:1:pos:R:3:nbo_charge:R:1 method="wB97M-V/def2-TZVPD" lumo_energy_ev=4.16 relative_energy_kcal_mol=32.2 charge=-1 homo_lumo_gap_ev=8.391
C 1.82087 0.09991 0.00161 0.148
N 2.16783 0.99609 -0.63598 -0.432
O -2.14220 -1.40329 0.53381 -1.028
O -1.45671 0.95155 0.01912 -0.990
O -0.04472 -0.86002 -0.67618 -1.067
S -1.52952 -0.65528 -0.56239 1.691
H -0.64303 1.24984 0.35137 0.468
H 1.82748 -0.37880 0.96864 0.211

=====

2.
83
Properties=species:S:1:pos:R:3:lowdin_spin:R:1 method="wB97M-V/def2-TZVPD" lumo_energy_ev="1.43 / 1.91" relative_energy_kcal_mol=16.3 spin_multiplicity=7 charge=-1 homo_lumo_gap_ev="7.089 / 7.563" s_squared=12.012
Eu 0.03660 -0.26769 0.14140 6.065
C -4.47199 1.23544 0.95764 0.000
C -3.07644 0.72161 1.17447 0.000
N -2.26698 0.59122 0.15870 -0.010
N -2.85416 0.85649 -1.05632 0.001
C -2.07621 1.14040 -2.05060 0.000
S -0.38569 1.43646 -2.05904 -0.014
S -2.94963 1.29823 -3.60360 -0.001
C -4.16609 2.57812 -3.14080 0.000
C -3.52686 3.92564 -3.00174 0.000
C -3.00344 4.35966 -1.78913 0.000
C -2.36379 5.58450 -1.69192 0.000
C -2.24715 6.39939 -2.80555 0.000
C -2.77311 5.98058 -4.01737 0.000
C -3.40319 4.75269 -4.11232 0.000
C -2.66039 0.31763 2.51569 0.000
C -3.63460 -0.07866 3.44105 0.000
C -3.31692 -0.48472 4.71778 0.000
C -1.98314 -0.48239 5.11721 0.000
C -1.00036 -0.10506 4.23447 -0.001
C -1.30084 0.28118 2.91585 0.000
O -0.32976 0.60671 2.10114 -0.013
H -4.43377 2.19958 0.45890 0.000
H -5.01037 1.35632 1.89063 0.000
H -5.01764 0.56582 0.28930 0.000
H -4.66380 2.24780 -2.23120 0.000
H -4.89122 2.58007 -3.95609 0.000
H -3.07395 3.72481 -0.92484 0.000
H -1.94593 5.89811 -0.74601 0.000
H -1.74146 7.35151 -2.73113 0.000
H -2.68402 6.60921 -4.89242 0.000
H -3.79922 4.42159 -5.06366 0.000
H -4.66943 -0.09434 3.13642 0.000
H -4.09506 -0.79761 5.39668 0.000
H -1.71492 -0.78288 6.12049 0.000
H 0.03879 -0.09041 4.53632 0.000
B -2.32429 -2.93638 -0.10650 0.000
N -1.42854 -3.06595 1.17178 0.000
C -1.69382 -3.81942 2.23655 0.000
C -0.68065 -3.65655 3.16536 0.000
C 0.17450 -2.74553 2.56537 0.000
N -0.28019 -2.38773 1.36034 -0.008
N -1.42368 -2.88428 -1.37089 0.000
C -1.55313 -3.62214 -2.47555 0.001
C -0.70371 -3.12692 -3.44832 0.000
C -0.08438 -2.04625 -2.83260 0.001
N -0.52062 -1.90724 -1.57946 -0.009
H -3.00278 -3.92483 -0.17259 0.000
H -2.97486 -1.92823 -0.04223 0.000
H -2.57662 -4.42447 2.25959 0.000
H -0.58786 -4.11195 4.12910 0.000
H 1.09372 -2.33638 2.94681 0.000
H -2.25118 -4.43650 -2.50010 0.000
H -0.56377 -3.48446 -4.44946 0.000
H 0.64014 -1.35458 -3.23054 0.000
N 2.27027 -0.25684 1.67605 -0.005
C 3.08939 0.91001 1.51208 0.000
C 4.42528 0.90944 1.89004 0.000
C 5.22515 2.00406 1.60865 0.000
C 4.69386 3.11559 0.98023 0.000
C 3.34871 3.14495 0.66042 0.000
C 2.55570 2.03285 0.89698 0.000
S 5.78507 4.45487 0.47501 0.000
O 4.89066 5.57814 0.24024 0.000
O 6.70006 4.61284 1.59594 0.000
O 6.40354 3.91532 -0.73147 0.000
H 2.83791 -1.03412 2.01405 0.000
H 1.54661 -0.06589 2.37747 0.000
H 4.84486 0.03421 2.37242 0.000
H 6.27177 2.00956 1.86756 0.000
H 2.95728 4.02042 0.16650 0.000
H 1.53260 2.01152 0.50691 0.000
Br 2.58862 -2.77237 -0.45108 -0.001
C 3.19435 -1.22319 -1.36555 0.000
C 4.41817 -1.27390 -2.01048 0.000
C 4.86543 -0.11734 -2.62601 0.000
C 4.06832 1.01538 -2.59024 0.000
C 2.85134 0.94406 -1.93870 0.000
N 2.41542 -0.15675 -1.31094 -0.005
H 4.99715 -2.18139 -2.00294 0.000
H 5.82762 -0.10099 -3.11730 0.000
H 4.38645 1.94839 -3.03051 0.000
H 2.21282 1.81225 -1.88012 0.000

=====

3.
142
Properties=species:S:1:pos:R:3:mulliken_charge:R:1 method="wB97M-V/def2-TZVPD" lumo_energy_ev=-4.16 charge=+1 homo_lumo_gap_ev=6.740
Zn 1.19658 -0.64717 2.49277 0.636
C -1.43709 2.28463 1.77202 0.351
F -1.57549 3.57136 1.52113 -0.121
F -1.34451 2.11404 3.08283 -0.109
F -2.42730 1.60549 1.25780 -0.122
S 0.23334 1.69435 1.03749 -0.013
O 0.51926 2.45127 -0.14247 0.208
O 1.24514 1.83438 2.07299 -0.454
N 0.07711 0.00624 0.98719 0.721
S -0.33186 -0.34246 -0.50519 0.204
O -1.34374 0.50631 -1.06753 -0.051
O 0.85769 -0.51806 -1.28225 -0.165
C -1.20812 -2.04312 -0.39069 -0.008
F -2.25361 -2.02355 0.39117 -0.205
F -1.58047 -2.22308 -1.64281 0.051
F -0.33318 -2.97881 -0.08577 -0.121
C -1.77527 6.72545 3.62080 -0.997
C -2.89691 6.56817 2.61858 0.191
O -4.09717 7.13622 3.13207 -0.567
H -1.26096 7.68579 3.59580 0.364
H -0.95411 6.01269 3.50658 0.168
H -2.21109 6.56182 4.60987 0.312
H -3.10367 5.51864 2.39598 0.004
H -2.63127 7.10196 1.70108 0.239
H -4.81540 7.03016 2.50503 0.305
C -1.77521 -5.57833 2.07871 -0.330
C -0.73071 -6.28012 1.23391 0.365
O -1.10333 -7.64108 1.07887 -0.576
H -2.67449 -5.53922 1.46248 0.227
H -1.57717 -4.63963 2.59556 -0.456
H -2.07352 -6.18520 2.94145 0.398
H 0.24904 -6.28981 1.72611 0.393
H -0.63380 -5.75969 0.27554 -0.195
H -0.32680 -8.15025 0.83613 0.320
C 0.34513 -4.86619 -3.43971 -1.323
C 1.27447 -4.31254 -4.53127 -0.466
O 2.32790 -3.62282 -3.89612 -0.550
H 0.82495 -5.56135 -2.74649 0.613
H -0.54699 -5.41557 -3.75104 0.497
H 0.03233 -3.99534 -2.85794 0.212
H 0.79830 -3.66986 -5.27183 0.357
H 1.62983 -5.20076 -5.06599 0.313
H 2.35635 -2.70599 -4.20508 0.339
C -4.73324 3.94888 -0.73226 -1.473
C -3.67367 3.08976 -1.39036 0.689
O -4.04278 1.73225 -1.39315 -0.613
H -5.63318 3.83659 -1.34865 0.373
H -4.59544 5.02592 -0.83840 0.365
H -4.98585 3.65924 0.28748 0.320
H -2.65735 3.21821 -1.00239 -0.280
H -3.60530 3.49995 -2.40902 0.251
H -3.26713 1.18564 -1.53999 0.316
C 2.66211 -3.03341 -1.08641 0.290
C 2.26149 -4.52171 -1.08614 0.026
O 2.70972 -5.09776 -2.31702 -0.747
H 2.25462 -2.53315 -0.19333 -0.579
H 2.23836 -2.46328 -1.91500 -0.218
H 3.74715 -2.92893 -1.10113 0.442
H 1.18577 -4.65847 -0.96478 -0.318
H 2.83647 -5.00353 -0.29445 0.451
H 2.54535 -4.42852 -3.00032 0.482
C 2.85713 0.36480 -3.62495 -0.817
C 1.54146 0.41385 -4.36221 0.476
O 1.36648 -0.92333 -4.89867 -0.519
H 2.89059 -0.42069 -2.87444 -0.182
H 3.08254 1.34829 -3.20423 0.126
H 3.60221 0.16170 -4.39778 0.489
H 1.49863 1.18817 -5.13057 0.624
H 0.65882 0.55097 -3.72798 -0.455
H 0.54443 -0.85290 -5.41593 0.143
C -2.26670 -1.93715 -4.54538 -0.440
C -2.16015 -0.64580 -5.32225 -0.354
O -1.17840 -0.73794 -6.35218 -0.611
H -2.70751 -2.76073 -5.10681 0.538
H -2.86886 -1.76909 -3.64604 0.152
H -1.30103 -2.26492 -4.14969 -0.088
H -1.89449 0.21468 -4.70967 -0.105
H -3.16245 -0.46251 -5.72758 0.481
H -1.47964 -1.35207 -7.02896 0.319
C 5.15794 0.12615 0.84926 -1.538
C 3.69604 0.04573 0.48409 0.607
O 2.96146 -0.72545 1.46359 0.210
H 5.32747 0.67605 1.77907 0.356
H 5.79081 0.53075 0.06378 0.430
H 5.53756 -0.88568 1.04978 0.437
H 3.68085 -0.44628 -0.49247 -0.266
H 3.21486 1.01789 0.40102 0.043
H 3.55066 -1.48972 1.58862 0.068
C -0.32395 3.22347 -3.40868 0.517
C 0.35303 3.91020 -4.58332 -0.382
O 0.81830 5.19151 -4.02073 -0.591
H -0.98156 3.93836 -2.91272 0.288
H 0.41953 2.99439 -2.64701 -0.583
H -0.88036 2.31765 -3.66301 -0.169
H -0.22068 4.26805 -5.43678 0.362
H 1.30331 3.44230 -4.85910 0.209
H 1.60334 4.92719 -3.51268 0.217
C -1.66779 -2.32537 4.50218 -0.903
C -1.65290 -0.86756 4.06570 -0.251
O -0.27530 -0.42439 3.97595 0.287
H -2.63644 -2.58625 4.93226 0.497
H -0.96549 -2.56365 5.30686 0.305
H -1.38391 -3.01914 3.70782 -0.310
H -2.24136 -0.32593 4.80798 0.270
H -2.11122 -0.69622 3.09443 0.236
H 0.04309 -0.19439 4.86860 0.076
C 0.68620 3.73263 6.39270 -1.383
C 0.07187 2.68408 5.45806 0.282
O 0.31178 1.36980 5.97258 -0.576
H 1.70012 3.49903 6.70979 0.332
H 0.04436 3.91915 7.25467 0.386
H 0.73082 4.68123 5.85037 0.330
H 0.53444 2.82358 4.47842 -0.186
H -0.96604 2.94532 5.24728 0.506
H -0.32191 1.21057 6.68230 0.294
C 2.59091 5.28701 -0.28545 -1.184
C 2.98788 4.27507 -1.33410 1.088
O 3.32710 4.90849 -2.59781 -0.594
H 2.02817 4.82462 0.52345 0.128
H 2.01515 6.09054 -0.74165 0.327
H 3.53115 5.71403 0.07620 0.438
H 2.17661 3.61095 -1.63241 -0.812
H 3.81078 3.61655 -1.03549 0.299
H 4.08060 5.47112 -2.37620 0.317
C -4.23954 -4.15166 -2.08487 -0.787
C -3.76880 -5.31814 -1.27586 0.507
O -4.85568 -6.11383 -0.82490 -0.586
H -4.96263 -4.50177 -2.82762 0.425
H -3.36608 -3.67067 -2.51818 -0.111
H -4.85342 -3.44918 -1.51749 0.330
H -3.19456 -4.93851 -0.41224 -0.434
H -3.03840 -5.99713 -1.73556 0.274
H -4.51782 -6.91538 -0.41670 0.328
C 3.42737 -0.27741 6.22180 -1.281
C 3.62414 -0.12269 4.73822 -0.264
O 2.36857 0.24046 4.09003 -0.092
H 3.15387 0.62696 6.76453 0.321
H 4.42155 -0.51813 6.61783 0.423
H 2.75651 -1.06765 6.55911 0.298
H 4.14025 -0.91149 4.19107 0.436
H 4.33280 0.69593 4.56016 0.261
H 1.90029 0.80486 4.72645 0.024

=====

4.
28
Properties=species:S:1:pos:R:3:lowdin_spin:R:1 method="wB97M-V/def2-TZVPD" lumo_energy_ev="-4.89 / -4.89" spin_multiplicity=2 charge=+1 homo_lumo_gap_ev="7.200 / 7.216" s_squared=0.753
C 2.01552 0.88926 0.49096 0.000
O 0.90894 0.33259 -0.16924 0.003
H 2.03182 1.95881 0.23343 0.000
H 1.89638 0.77241 1.57846 0.000
H 2.92726 0.36423 0.16172 0.000
C -2.02434 2.03722 -1.79302 0.717
O -1.27802 0.92145 -1.52981 0.154
C -0.22788 0.57000 -2.44405 0.033
C 0.72347 -0.42665 -1.77939 0.001
O -0.85218 -1.80144 0.08027 0.002
C -1.45711 -2.48327 1.14296 0.000
C -1.13085 -1.78473 2.45573 0.000
O -1.32783 -0.37476 2.28917 0.000
C -1.02998 0.42392 3.42610 0.000
H -3.09970 1.86385 -1.84648 0.037
H -1.50716 2.96292 -1.54826 0.039
H 0.31994 1.48455 -2.71312 0.003
H -0.69789 0.15874 -3.34669 0.003
H 0.57619 -1.24407 -2.50440 0.000
H 1.73987 -0.86010 -1.79465 0.000
H -1.09106 -3.52319 1.20795 0.000
H -2.55449 -2.54766 1.01859 0.000
H -0.06662 -1.94210 2.70168 0.000
H -1.75883 -2.13853 3.28647 0.000
H -1.03023 1.47866 3.13326 0.000
H -1.78997 0.25964 4.20200 0.000
H -0.05492 0.15102 3.85466 0.000
Cd -0.96294 0.12093 0.36876 0.007